7
Properties=species:S:1:pos:R:3 method="wB97M-V/def2-TZVPD" homo_energy_ev=-10.2 relative_energy_kcal_mol=21.1 spin_multiplicity=1 homo_lumo_gap_ev=9.606 lumo_energy_ev=-0.64
C 0.492 0.140 -0.139
N -0.934 -0.122 0.120
O -1.667 -0.032 -0.825
O -1.220 -0.443 1.240
Br 1.196 -1.481 -0.899
I 1.473 0.785 1.622
H 0.659 1.153 -1.118

=====

69
Properties=species:S:1:pos:R:3 method="wB97M-V/def2-TZVPD" homo_energy_ev=-3.3 relative_energy_kcal_mol=1.2 spin_multiplicity=1 homo_lumo_gap_ev=4.111 total_charge=-1 lumo_energy_ev=0.77
Cd 15.252 10.265 11.000
O 17.394 11.371 9.601
C 18.308 10.575 9.796
C 19.075 9.857 8.722
C 20.272 9.272 8.914
C 20.828 9.300 10.229
C 20.086 9.663 11.334
C 18.861 10.274 11.175
C 18.174 10.556 12.373
N 16.946 11.024 12.488
N 16.394 11.281 13.684
C 15.149 11.837 13.600
O 14.452 11.899 12.585
C 14.602 12.366 14.890
C 14.993 11.852 16.126
C 14.481 12.376 17.302
C 13.477 13.321 17.210
C 13.050 13.799 15.993
C 13.590 13.322 14.806
H 18.612 9.891 7.769
H 20.892 8.839 8.144
H 21.860 8.989 10.330
H 20.513 9.496 12.317
H 18.657 10.373 13.346
H 15.773 11.047 16.145
H 14.856 12.234 18.335
H 13.205 13.767 18.139
H 12.233 14.539 15.883
H 13.240 13.745 13.863
N 6.590 7.184 16.890
C 7.722 7.197 16.584
C 8.991 7.252 15.983
C 10.156 6.850 16.682
C 11.365 7.111 16.085
C 11.493 7.691 14.779
C 10.292 8.067 14.113
C 9.095 7.809 14.731
N 12.783 7.894 14.139
C 14.007 7.821 14.865
C 14.971 8.283 13.996
N 14.337 8.748 12.841
C 13.049 8.408 12.914
H 10.101 6.483 17.714
H 12.281 6.822 16.581
H 10.356 8.632 13.138
H 8.184 8.025 14.150
H 14.082 7.469 15.891
H 16.034 8.312 14.094
H 12.304 8.577 12.159
Se 12.715 10.701 8.563
N 14.042 11.521 9.576
C 14.010 12.888 9.368
C 15.124 13.745 9.587
C 15.118 14.963 8.917
C 14.028 15.413 8.102
C 12.925 14.613 7.963
C 12.955 13.275 8.437
N 12.207 12.317 7.899
H 15.929 13.409 10.215
H 15.969 15.629 9.066
H 14.162 16.407 7.696
H 12.002 14.867 7.419
Cl 14.250 6.371 7.607
C 14.994 6.343 9.286
Cl 16.592 5.546 9.156
Cl 13.969 5.258 10.343
C 14.971 7.760 9.872
O 16.090 8.287 10.029
O 13.846 8.255 10.048

=====

71
Properties=species:S:1:pos:R:3 method="wB97M-V/def2-TZVPD" homo_energy_ev=-9.3 relative_energy_kcal_mol=15.6 spin_multiplicity=1 homo_lumo_gap_ev=9.858 lumo_energy_ev=0.53
C 2.559 -0.813 0.722
O 2.504 -0.551 2.090
P 2.830 0.918 2.575
O 2.839 1.869 1.460
O 1.473 1.174 3.422
C 0.695 2.283 3.065
O 3.900 1.062 3.720
C 4.315 2.333 4.126
H 1.673 -0.412 0.121
H 2.616 -1.920 0.389
H 3.318 -0.509 0.291
H 0.420 2.054 2.069
H 1.404 3.210 3.270
H -0.143 2.070 3.697
H 4.333 2.986 3.152
H 5.350 2.243 4.424
H 3.651 2.841 4.841
C -1.484 -7.541 -0.452
O -1.195 -6.321 0.355
P -1.019 -4.924 -0.346
O -1.057 -4.987 -1.828
O -2.428 -4.295 0.229
C -3.459 -4.124 -0.616
O -0.059 -3.802 0.140
C 0.045 -3.579 1.556
H -1.598 -8.361 0.206
H -0.603 -7.565 -1.251
H -2.210 -7.440 -1.214
H -3.611 -4.884 -1.546
H -3.528 -3.050 -1.084
H -4.340 -4.147 -0.014
H 0.103 -4.481 2.064
H -0.840 -3.171 1.953
H 0.944 -2.880 1.433
C 3.971 4.418 -1.695
O 3.305 3.269 -1.084
P 1.672 3.147 -1.154
O 1.067 3.824 -2.349
O 1.455 1.659 -1.416
C 1.747 1.110 -2.632
O 0.888 3.681 0.263
C -0.452 4.169 0.017
H 3.339 4.993 -2.378
H 4.783 4.044 -2.172
H 4.183 5.316 -0.941
H 1.421 0.077 -2.549
H 2.790 1.104 -2.798
H 1.173 1.431 -3.384
H -0.352 5.238 -0.415
H -1.187 4.462 0.808
H -1.006 3.556 -0.612
C -4.225 1.522 -2.313
C -3.152 0.686 -3.194
C -1.781 1.277 -3.592
O -3.426 -0.335 -3.716
H -4.277 2.570 -2.446
H -4.158 1.481 -1.315
H -5.252 0.973 -2.691
H -1.196 1.409 -2.640
H -1.846 2.409 -4.054
H -1.162 0.661 -4.326
C -2.107 -0.256 2.527
C -1.827 0.262 1.091
C -1.115 -0.724 0.011
O -1.821 1.526 0.866
H -2.501 0.499 3.178
H -1.079 -0.353 2.984
H -2.719 -1.144 2.263
H -0.029 -1.270 0.220
H -0.974 -0.270 -1.017
H -1.549 -1.709 -0.363

=====

16
Properties=species:S:1:pos:R:3 method="wB97M-V/def2-TZVPD" homo_energy_ev=-4.2 relative_energy_kcal_mol=9.8 spin_multiplicity=1 homo_lumo_gap_ev=7.613 total_charge=-1 lumo_energy_ev=3.39
C -1.725 1.267 0.789
C -0.736 0.139 0.514
S -1.634 -1.305 -0.117
C -0.220 -2.226 -0.789
H -1.164 2.138 1.135
H -2.468 0.982 1.541
H -2.289 1.540 -0.106
H -0.255 -0.131 1.456
H 0.032 0.471 -0.179
H 0.429 -1.528 -1.317
H 0.349 -2.690 0.015
H -0.597 -3.001 -1.456
O 2.515 -0.167 -0.451
C 2.560 1.082 -0.364
O 1.650 1.881 -0.037
H 3.551 1.548 -0.634

=====

22
Properties=species:S:1:pos:R:3 method="wB97M-V/def2-TZVPD" homo_energy_ev="-11.0 / -13.4" relative_energy_kcal_mol=13.9 spin_multiplicity=3 homo_lumo_gap_ev="8.236 / 8.249" total_charge=+1 lumo_energy_ev="-2.80 / -5.19"
C -3.359 0.363 0.332
C -2.170 1.081 0.153
C -2.997 -0.976 0.215
C -1.152 0.239 0.035
C 1.040 2.067 -0.422
C 0.213 0.391 -0.221
C 2.120 -0.783 -1.127
C 1.690 -0.671 1.291
N 1.089 -0.716 -0.066
O -1.636 -1.054 0.127
H -4.419 0.727 0.220
H -2.122 2.237 -0.027
H -3.670 -1.802 0.151
H 2.095 1.882 -0.476
H 0.469 2.763 -0.909
H 1.576 -0.212 -2.043
H 3.055 -0.145 -0.974
H 2.368 -1.828 -1.292
H 2.339 0.107 1.560
H 0.875 -0.371 1.945
H 2.016 -1.712 1.584
H 0.580 -1.589 -0.058

=====

58
Properties=species:S:1:pos:R:3 method="wB97M-V/def2-TZVPD" homo_energy_ev=-7.2 spin_multiplicity=1 homo_lumo_gap_ev=7.041 lumo_energy_ev=-0.21
C -0.973 -1.067 0.781
C -0.965 -1.689 -0.499
C 0.389 -2.084 -0.803
H -1.851 -1.923 -1.083
C 1.218 -1.706 0.317
C 0.365 -1.080 1.286
H 0.676 -0.756 2.281
H -1.843 -0.687 1.316
H 0.716 -2.707 -1.645
H 2.281 -1.927 0.467
Sc 0.541 0.292 -0.585
Cl 2.676 1.183 -0.788
P 0.097 0.306 -3.413
C 1.166 -0.765 -4.480
C 0.704 -1.411 -5.640
H -0.350 -1.355 -5.915
C 1.592 -2.115 -6.461
H 1.212 -2.591 -7.365
C 2.945 -2.183 -6.127
H 3.637 -2.713 -6.779
C 3.410 -1.556 -4.966
H 4.466 -1.603 -4.711
C 2.529 -0.857 -4.143
H 2.879 -0.360 -3.235
C -1.536 -0.097 -4.177
C -2.181 -1.271 -3.747
H -1.706 -1.890 -2.987
C -3.400 -1.656 -4.302
H -3.891 -2.561 -3.947
C -3.979 -0.895 -5.323
H -4.919 -1.210 -5.774
C -3.334 0.256 -5.780
H -3.756 0.846 -6.594
C -2.125 0.661 -5.203
H -1.636 1.565 -5.567
C 0.412 1.930 -4.229
C 1.094 2.056 -5.449
H 1.515 1.176 -5.937
C 1.230 3.307 -6.061
H 1.748 3.375 -7.019
C 0.693 4.442 -5.452
H 0.784 5.412 -5.939
C 0.028 4.328 -4.227
H -0.396 5.213 -3.756
C -0.108 3.084 -3.612
H -0.626 2.987 -2.657
Se -0.105 2.160 1.362
C -0.131 1.598 3.139
C -1.392 1.323 3.716
C -1.485 0.836 5.017
C -0.330 0.634 5.787
C 0.923 0.992 5.260
C 1.029 1.480 3.957
H -2.271 1.493 3.099
H -2.473 0.600 5.419
H -0.408 0.202 6.790
H 1.826 0.877 5.864
H 1.989 1.772 3.527

=====

25
Properties=species:S:1:pos:R:3 method="wB97M-V/def2-TZVPD" homo_energy_ev=-8.8 relative_energy_kcal_mol=0.0 spin_multiplicity=1 homo_lumo_gap_ev=9.538 lumo_energy_ev=0.74
H 5.219 0.935 -0.386
N 4.610 0.112 -0.541
C 3.410 0.375 -0.159
N 2.897 1.604 0.223
N 2.490 -0.643 -0.128
C 1.081 -0.445 -0.452
C 0.165 -0.534 0.781
C -1.269 -0.378 0.396
C -2.084 -1.481 0.144
C -3.403 -1.345 -0.250
C -3.959 -0.042 -0.398
C -3.144 1.037 -0.148
F -3.654 2.279 -0.257
C -1.838 0.899 0.259
H 3.629 2.283 0.335
H 2.271 1.584 0.989
H 2.960 -1.501 -0.493
H 0.950 0.554 -0.955
H 0.819 -1.191 -1.182
H 0.447 0.190 1.505
H 0.310 -1.528 1.222
H -1.706 -2.529 0.181
H -3.976 -2.196 -0.452
H -4.961 0.144 -0.673
H -1.263 1.816 0.438

=====

10
Properties=species:S:1:pos:R:3 method="wB97M-V/def2-TZVPD" homo_energy_ev="-7.3 / -8.0" relative_energy_kcal_mol=3.6 spin_multiplicity=6 homo_lumo_gap_ev="6.774 / 7.495" lumo_energy_ev="-0.56 / -0.46"
C -0.163 2.798 0.127
C 0.442 1.833 0.845
O 0.563 0.567 0.482
Cr 0.919 -1.051 1.316
H -0.728 2.562 -0.777
H -0.124 3.830 0.475
H 0.891 2.099 1.816
O 2.549 -0.890 -0.275
C 3.068 0.166 -0.341
O 3.848 1.020 -0.403

=====

12
Properties=species:S:1:pos:R:3 method="wB97M-V/def2-TZVPD" homo_energy_ev=-7.7 relative_energy_kcal_mol=45.0 spin_multiplicity=1 homo_lumo_gap_ev=8.247 lumo_energy_ev=0.51
O -1.038 0.993 1.434
C -0.242 1.838 0.647
C 0.485 1.087 -0.265
O 1.265 1.324 -1.182
N 0.064 -0.264 0.057
C 0.397 -1.406 -0.765
C -0.838 -0.252 1.005
H -0.370 2.913 0.597
H 1.144 -2.064 -0.307
H 0.786 -0.987 -1.696
H -0.529 -1.954 -0.948
H -1.122 -1.228 1.422

=====

10
Properties=species:S:1:pos:R:3 method="wB97M-V/def2-TZVPD" homo_energy_ev="-9.7 / -10.1" spin_multiplicity=2 homo_lumo_gap_ev="5.987 / 6.414" total_charge=+1 lumo_energy_ev="-3.73 / -3.73"
H 2.230 1.542 -1.695
C 0.586 0.852 -1.020
C 0.714 -0.463 -0.757
C 0.301 -0.996 0.487
C -0.222 -1.466 1.501
O -0.775 -2.020 2.458
O -0.151 1.801 -0.965
K -1.906 3.988 -2.143
Li -2.123 -2.211 3.587
H 1.346 -1.027 -1.452

=====

20
Properties=species:S:1:pos:R:3 method="wB97M-V/def2-TZVPD" homo_energy_ev=-8.5 relative_energy_kcal_mol=170.5 spin_multiplicity=1 homo_lumo_gap_ev=5.116 lumo_energy_ev=-3.41
S 0.093 2.932 -1.899
S 0.014 -2.567 1.014
C -0.239 -1.399 -0.154
C 0.798 -0.374 -0.439
C -0.231 0.634 0.254
N -0.476 0.613 1.674
C -1.716 0.056 2.216
N 1.026 0.099 -1.735
H 3.456 -5.624 0.715
H 2.901 -5.108 0.665
H -0.960 -1.512 -0.990
H 1.680 -0.343 0.189
H 0.192 1.614 -0.028
H -1.141 0.830 -0.288
H -0.135 1.410 2.184
H -2.049 0.603 3.111
H -2.586 0.304 1.606
H -1.893 -0.987 2.456
H 1.731 -0.269 -2.347
H 0.629 1.010 -1.954

=====

42
Properties=species:S:1:pos:R:3 method="wB97M-V/def2-TZVPD" homo_energy_ev="-1.8 / -2.6" relative_energy_kcal_mol=0.8 spin_multiplicity=5 homo_lumo_gap_ev="6.057 / 6.839" total_charge=-2 lumo_energy_ev="4.23 / 4.23"
Rh -0.224 -0.504 -1.317
O 2.339 2.784 -0.818
C 1.796 1.458 -0.875
O 0.636 1.458 -1.548
C 2.844 0.576 -1.531
O 2.301 -0.713 -1.796
C 2.854 -1.805 -1.077
C 2.007 -2.293 0.089
O 2.604 -2.958 0.945
O 0.756 -2.046 0.036
H 1.656 3.291 -1.278
H 3.735 0.508 -0.903
H 3.093 1.038 -2.486
H 3.856 -1.569 -0.722
H 2.919 -2.641 -1.777
O -3.465 -1.452 -2.809
S -2.514 -0.453 -3.257
O -2.843 0.179 -4.521
O -2.174 0.543 -2.194
S -0.662 -1.422 -3.457
C -0.062 2.656 1.009
C 1.015 1.682 1.477
C 2.052 2.374 2.347
O 1.669 0.941 0.453
H -0.703 2.899 1.863
H -0.670 2.239 0.210
H 0.379 3.586 0.642
H 0.530 0.906 2.073
H 2.581 3.129 1.762
H 2.775 1.645 2.719
H 1.568 2.857 3.204
Br -5.032 -2.758 3.130
C -3.704 -2.090 1.913
C -3.361 -0.754 1.962
C -2.399 -0.283 1.065
C -1.782 -1.124 0.153
C -2.154 -2.465 0.137
C -3.118 -2.960 1.007
H -3.836 -0.088 2.672
H -2.159 0.774 1.089
H -1.694 -3.145 -0.569
H -3.409 -4.002 0.978

=====

20
Properties=species:S:1:pos:R:3 method="wB97M-V/def2-TZVPD" homo_energy_ev=-9.0 relative_energy_kcal_mol=82.9 spin_multiplicity=1 homo_lumo_gap_ev=9.875 lumo_energy_ev=0.88
H -1.044 -2.488 0.380
N -0.104 -2.104 0.262
C -0.140 -0.840 0.064
C -1.676 -0.102 0.197
C -2.289 -0.205 1.377
C -2.244 0.495 -1.041
N 0.801 0.124 0.172
N 0.712 1.308 -0.562
C 2.298 -0.497 0.254
C 3.431 0.180 0.071
H -1.786 -0.609 2.251
H -3.314 0.131 1.514
H -1.820 1.484 -1.234
H -2.059 -0.145 -1.910
H -3.331 0.618 -0.963
H 1.203 1.194 -1.448
H 1.188 2.039 -0.040
H 2.331 -1.541 0.558
H 4.398 -0.282 0.261
H 3.444 1.240 -0.162

=====

73
Properties=species:S:1:pos:R:3 method="wB97M-V/def2-TZVPD" homo_energy_ev="-8.9 / -8.9" relative_energy_kcal_mol=41.3 spin_multiplicity=2 homo_lumo_gap_ev="9.379 / 8.673" lumo_energy_ev="0.46 / -0.25"
C -1.298 -3.936 -3.237
C -1.621 -3.270 -1.807
C -3.100 -3.782 -1.464
C -1.706 -1.691 -1.853
C -0.291 -0.956 -1.624
C 0.561 -1.255 -2.927
C 1.655 -2.363 -2.826
O 2.929 -1.682 -2.551
C 3.850 -2.574 -2.002
O 4.624 -3.117 -2.739
C -0.623 0.599 -1.659
C -1.396 1.140 -0.419
O -2.517 0.827 -0.072
C -0.686 2.250 0.450
C -1.392 3.443 0.921
C -0.642 4.434 1.684
C 0.783 4.282 1.996
C 1.506 3.098 1.537
C 0.744 2.089 0.763
C 0.318 -1.471 -0.263
C -0.283 -2.867 0.247
C 0.909 -3.559 1.077
C -1.449 -2.661 1.299
N -0.607 -3.805 -0.854
O -0.989 -4.947 -0.356
H -1.470 -3.178 -4.041
H -0.226 -4.270 -3.221
H -1.900 -4.875 -3.389
H -3.785 -3.242 -2.180
H -3.384 -3.609 -0.399
H -3.172 -4.876 -1.701
H -2.479 -1.375 -1.111
H -2.077 -1.416 -2.882
H -0.144 -1.539 -3.751
H 1.047 -0.289 -3.256
H 1.771 -2.852 -3.828
H 1.527 -3.112 -2.005
H 3.855 -2.717 -0.884
H -1.262 0.799 -2.569
H 0.330 1.169 -1.817
H -2.468 3.566 0.665
H -1.178 5.364 2.041
H 1.312 5.073 2.584
H 2.609 2.967 1.761
H 1.342 1.212 0.403
H 1.442 -1.585 -0.279
H 0.130 -0.773 0.606
H 0.460 -3.979 2.024
H 1.670 -2.806 1.422
H 1.361 -4.426 0.537
H -1.115 -1.996 2.145
H -1.654 -3.666 1.766
H -2.366 -2.195 0.863
C 4.138 0.885 -1.187
C 4.875 1.717 -0.175
O 4.284 2.363 0.665
C 6.380 1.718 -0.247
H 3.064 0.977 -1.020
H 4.366 1.234 -2.195
H 4.420 -0.161 -1.080
H 6.707 2.105 -1.213
H 6.760 0.705 -0.100
H 6.779 2.358 0.540
C -4.468 3.736 3.464
C -3.794 5.000 3.932
O -3.148 5.689 3.172
C -3.955 5.373 5.383
H -4.269 3.592 2.402
H -4.075 2.879 4.014
H -5.547 3.814 3.610
H -3.539 4.588 6.017
H -5.011 5.523 5.614
H -3.419 6.302 5.579

=====

12
Properties=species:S:1:pos:R:3 method="wB97M-V/def2-TZVPD" homo_energy_ev=-14.7 relative_energy_kcal_mol=106.8 spin_multiplicity=1 homo_lumo_gap_ev=9.679 total_charge=+1 lumo_energy_ev=-5.05
C -2.833 -0.378 0.002
C -1.575 -0.110 0.001
C -0.262 0.155 0.002
C 0.770 1.223 -0.001
N 1.282 -0.105 0.007
C 2.221 -0.926 0.001
H -3.392 -0.439 0.923
H -3.384 -0.472 -0.918
H 0.939 1.814 0.898
H 0.954 1.796 -0.910
H 2.034 -1.994 -0.020
H 3.246 -0.565 0.016

=====

21
Properties=species:S:1:pos:R:3 method="wB97M-V/def2-TZVPD" homo_energy_ev="-7.3 / -7.1" relative_energy_kcal_mol=104.0 spin_multiplicity=1 homo_lumo_gap_ev="8.317 / 8.018" lumo_energy_ev="1.04 / 0.94"
C 0.796 -0.814 3.169
C -0.146 0.003 2.291
C 0.259 -0.016 0.820
C -0.687 0.788 -0.083
C -0.271 0.813 -1.513
O -1.038 0.250 -2.383
C -0.792 0.073 -3.661
H 0.492 -0.798 4.221
H 1.821 -0.431 3.110
H 0.821 -1.860 2.847
H -1.169 -0.381 2.391
H -0.175 1.039 2.649
H 1.279 0.377 0.719
H 0.293 -1.050 0.459
H -0.757 1.813 0.304
H -1.696 0.366 -0.033
H 0.567 1.393 -1.887
H 1.174 -0.866 -2.193
H -0.052 0.705 -4.139
H -1.617 -0.357 -4.203
H 0.900 -1.047 -2.886